Entry 1:
This record from OMol25 describes a single C23H26N2O6S molecule. The level of theory is ωB97M-V/def2-TZVPD.

XYZ file:
```
58
Properties=species:S:1:pos:R:3:forces:R:3:nbo_charge:R:1
C -1.00064 2.04975 4.85211 0.311 -0.220 -0.157 -0.64
C 0.43724 1.61284 4.59307 -0.171 0.349 0.264 -0.06
O 0.51906 0.35242 3.95532 -0.015 -0.330 -0.208 -0.51
C 0.12162 0.23315 2.65089 0.019 -0.278 -0.180 0.24
C -0.08256 1.28294 1.76945 0.042 -0.175 0.075 -0.26
C -0.45519 1.03993 0.45719 -0.145 -0.294 -0.109 0.07
N -0.68169 2.11686 -0.43588 0.313 -0.052 0.302 -0.46
C -1.89705 2.30699 -1.03045 -0.299 0.558 -0.166 0.71
O -2.93512 1.81787 -0.66701 -0.246 -0.213 -0.002 -0.59
C -1.68622 3.27488 -2.18250 -0.162 -0.042 0.098 -0.53
C -0.30879 3.88503 -1.92402 -0.315 0.157 0.266 -0.22
C 0.45478 4.20505 -3.18622 0.256 -0.733 0.027 -0.65
S 1.02312 2.56123 -3.73385 0.578 0.160 -0.009 2.16
O 2.32175 2.64700 -4.34169 0.242 0.170 0.131 -0.94
O -0.01160 1.90726 -4.48538 -0.474 -0.108 0.091 -0.95
C 1.15409 1.82643 -2.06931 0.022 0.365 -0.618 -0.71
C 0.41368 2.77013 -1.12216 0.057 0.119 0.268 -0.03
C -0.65976 -0.26976 0.00433 0.192 0.279 0.204 0.38
O -0.98808 -0.39950 -1.30377 -0.014 0.258 0.134 -0.53
C -1.32846 -1.67063 -1.82553 -0.082 -0.385 -0.278 -0.06
C -1.77168 -1.45148 -3.26350 0.129 0.048 0.424 -0.62
C -0.48811 -1.32049 0.89391 -0.162 0.121 -0.145 -0.35
C -0.06491 -1.08602 2.19576 -0.109 0.562 -0.208 0.21
N 0.14517 -2.11549 3.10853 -0.057 0.273 0.605 -0.63
C 0.53976 -3.40927 2.91646 0.002 -0.049 0.062 0.65
O 0.53528 -4.19638 3.84015 -0.024 -0.143 -0.037 -0.58
C 1.01111 -3.77941 1.55013 0.291 -0.300 -0.139 -0.07
C 1.99901 -3.03409 0.91310 -0.054 -0.127 0.092 -0.21
C 2.45009 -3.41330 -0.33771 0.075 0.054 -0.017 -0.21
C 1.92008 -4.53291 -0.95972 -0.001 -0.013 -0.059 -0.21
C 0.95353 -5.28950 -0.31821 -0.030 -0.037 -0.071 -0.20
C 0.50778 -4.92207 0.93924 -0.032 0.166 0.178 -0.21
H -1.50770 1.30932 5.46561 -0.058 -0.042 0.065 0.22
H -1.00478 3.00188 5.37506 -0.029 0.119 0.051 0.22
H -1.54856 2.15518 3.91883 -0.090 0.059 -0.030 0.22
H 0.98016 2.37287 4.01807 0.021 -0.097 0.048 0.17
H 0.96119 1.46335 5.54093 -0.015 0.099 -0.158 0.20
H 0.04269 2.30784 2.07900 -0.025 0.117 0.068 0.22
H -2.49015 4.00613 -2.23715 -0.007 -0.042 0.023 0.24
H -1.68085 2.68757 -3.10397 -0.121 0.025 0.034 0.26
H -0.40939 4.77121 -1.28994 0.037 -0.104 -0.070 0.23
H -0.16205 4.65029 -3.95901 0.007 -0.029 -0.174 0.26
H 1.34350 4.80406 -3.01050 0.116 0.036 -0.015 0.24
H 2.21133 1.73020 -1.84827 0.103 0.016 -0.044 0.25
H 0.67780 0.85174 -2.11081 0.005 -0.071 -0.075 0.29
H 1.10906 3.18824 -0.38554 -0.068 -0.032 -0.159 0.21
H -2.14187 -2.11197 -1.23652 0.102 0.038 0.011 0.18
H -0.45525 -2.33835 -1.78057 -0.113 0.062 0.064 0.18
H -2.66168 -0.82861 -3.27930 -0.103 0.040 -0.042 0.22
H -0.99132 -0.94401 -3.82542 0.074 0.008 -0.086 0.22
H -1.99215 -2.40535 -3.73332 -0.029 -0.098 -0.073 0.21
H -0.67989 -2.33229 0.58217 -0.038 -0.038 -0.079 0.24
H 0.04168 -1.84236 4.08019 0.066 -0.187 -0.123 0.43
H 2.41404 -2.16402 1.40055 0.011 0.104 0.028 0.22
H 3.21729 -2.83448 -0.83051 0.071 0.041 -0.033 0.22
H 2.26792 -4.81987 -1.94104 0.033 -0.027 -0.076 0.22
H 0.55001 -6.16982 -0.79592 -0.033 -0.071 -0.035 0.22
H -0.23827 -5.50817 1.45461 -0.053 -0.069 0.063 0.23
```
Forces are in eV/Å.

Electronic energy ... -1851.20554 a.u.
Maximum force ... 0.78 eV/Å
SMILES string ... CCOc1cc(N2C(=O)C[C@@H]3CS(=O)(=O)C[C@@H]32)c(OCC)cc1NC(=O)c1ccccc1
M ... 458.54 g/mol
Lowest unoccupied orbital energy ... 0.303 eV

Entry 2:
This record from OMol25 describes a single C4H6N2O6 molecule. The level of theory is ωB97M-V/def2-TZVPD.

XYZ file:
```
18
Properties=species:S:1:pos:R:3:forces:R:3:nbo_charge:R:1
C 2.36000 0.08423 1.57810 0.039 -0.026 0.024 -0.72
C 1.43411 -0.32678 0.48629 0.058 -0.098 -0.249 0.82
O 1.57684 -1.19176 -0.32254 0.054 -0.043 0.044 -0.56
O 0.31083 0.47048 0.51850 -0.496 0.171 -0.058 -0.51
C -0.75902 0.15086 -0.27379 1.087 0.082 -3.215 0.41
C -0.52233 0.20191 -1.91682 -0.394 -0.171 2.609 -0.62
N -1.30026 -1.23421 0.09115 0.104 0.639 0.185 0.51
O -2.07764 -1.71784 -0.67950 -0.356 -0.385 -0.342 -0.33
O -0.90931 -1.67865 1.13341 0.015 -0.523 0.544 -0.34
N -1.87463 1.13422 0.09052 0.544 -0.501 0.040 0.52
O -2.79179 1.19120 -0.67861 -0.599 0.143 -0.316 -0.34
O -1.73064 1.73314 1.11394 -0.158 0.541 0.632 -0.32
H 3.33736 -0.36206 1.43167 -0.001 -0.034 -0.060 0.24
H 2.42715 1.16764 1.61650 0.023 0.066 0.038 0.25
H 1.94104 -0.26013 2.52271 -0.032 0.005 0.052 0.26
H 0.08156 1.07763 -2.12721 0.031 0.111 0.024 0.22
H -0.00240 -0.70431 -2.20644 0.023 0.021 0.054 0.25
H -1.50086 0.26443 -2.37788 0.056 0.001 -0.008 0.26
```
Forces are in eV/Å.

Electronic energy ... -716.77990 a.u.
Maximum force ... 3.39 eV/Å
SMILES string ... CC(=O)OC(C)([N+](=O)[O-])[N+](=O)[O-]
M ... 178.10 g/mol
Lowest unoccupied orbital energy ... -0.622 eV

Entry 3:
This record from OMol25 describes a molecular structure, C15H36FeN5O6. The level of theory is ωB97M-V/def2-TZVPD.

XYZ file:
```
63
Properties=species:S:1:pos:R:3:forces:R:3:nbo_charge:R:1
Fe -3.96905 1.73404 -2.10036 0.211 -0.040 0.074 0.16
O -2.19526 0.27926 0.22864 0.068 -0.028 0.048 -0.43
H -1.55765 -0.16474 0.82097 -0.140 0.028 -0.079 0.42
C -0.90829 -1.28778 4.71866 1.088 -3.016 0.282 0.52
O -1.28226 -2.42697 5.10521 0.990 3.498 -0.739 -0.61
N 0.34146 -0.71916 4.92608 -0.462 -3.208 0.728 -0.43
C 0.69603 0.50773 4.35578 0.439 1.545 0.071 -0.40
C 1.34952 -1.36266 5.87119 -2.032 -0.205 -0.686 -0.45
H -1.46756 -0.69320 3.97982 -0.383 0.106 0.347 0.10
H -0.14395 0.99928 3.86495 -0.064 -0.209 -0.154 0.20
H 1.54435 0.43450 3.67528 0.007 -0.100 -0.220 0.19
H 0.99995 1.18375 5.15498 0.152 0.310 0.047 0.19
H 1.21628 -0.72690 6.74649 1.048 -0.464 0.324 0.21
H 1.06886 -2.39962 6.05568 -1.015 0.279 0.401 0.25
H 2.34090 -1.61826 5.49710 0.242 1.473 -0.407 0.22
C 4.01997 -2.58201 0.24732 -0.122 1.461 0.992 0.53
O 4.77663 -2.04007 1.02320 0.935 -0.295 0.085 -0.61
N 4.24224 -2.83466 -1.05165 -1.235 0.238 -1.719 -0.44
C 3.05349 -3.19524 -1.86708 0.681 -1.755 0.358 -0.42
C 5.54816 -3.05036 -1.66237 0.411 -0.152 -0.132 -0.43
H 3.00104 -2.74699 0.63042 -0.246 -0.437 -0.632 0.11
H 2.96224 -2.77081 -2.86690 0.242 0.813 0.375 0.21
H 2.12558 -3.15908 -1.29631 0.171 0.696 0.006 0.22
H 3.11989 -4.26137 -2.08399 0.157 -0.361 -0.133 0.19
H 6.39504 -2.66642 -1.09359 -0.424 -0.447 0.765 0.24
H 5.61723 -4.11627 -1.87954 0.435 -0.147 0.272 0.20
H 5.76911 -2.57908 -2.62007 -1.041 0.416 -0.265 0.20
C -3.27166 -3.46155 -4.07958 -0.013 2.286 -0.434 0.51
O -3.27544 -2.22008 -4.23470 -0.162 -1.858 0.842 -0.67
N -2.55802 -4.26800 -4.85847 1.875 -2.826 1.138 -0.41
C -1.54009 -3.74561 -5.77888 -1.609 -0.527 -0.116 -0.43
C -2.66155 -5.83554 -4.75738 -2.185 3.481 -0.969 -0.43
H -3.86564 -4.00275 -3.32693 -0.158 0.253 -0.046 0.12
H -0.50149 -3.85988 -5.46847 -0.132 0.041 0.397 0.19
H -1.83954 -2.70845 -5.92966 0.461 -0.069 -0.339 0.25
H -1.71391 -4.37969 -6.64826 0.480 0.510 -0.548 0.20
H -2.98928 -5.93832 -5.79185 1.024 -1.418 -0.217 0.22
H -1.86793 -6.43115 -4.30628 0.105 0.464 -0.415 0.22
H -3.63955 -5.98080 -4.29855 0.317 -0.275 0.752 0.21
C -4.11891 5.28729 2.29135 -0.767 1.094 -0.984 0.53
O -4.36044 4.62967 1.29940 0.682 -0.233 -0.531 -0.65
N -4.58306 5.03314 3.49221 -0.777 -0.836 2.563 -0.42
C -4.25554 5.90915 4.66566 -0.330 -0.779 -0.784 -0.41
C -5.31682 3.76932 3.75432 1.537 -0.759 -0.185 -0.46
H -3.66953 6.29226 2.30853 0.600 -0.044 -0.561 0.10
H -3.39015 5.58917 5.24601 -0.112 -0.620 0.019 0.20
H -5.15056 5.90028 5.28774 0.228 0.342 0.121 0.21
H -3.97222 6.91581 4.35834 -0.530 0.004 -0.313 0.21
H -5.35109 3.05389 2.93269 -0.709 1.223 -1.132 0.25
H -4.61816 3.08922 4.24160 -0.160 0.363 1.632 0.20
H -6.29793 3.86555 4.21935 0.363 0.190 0.108 0.22
C 2.07187 2.27322 -3.49727 -1.701 -0.391 -1.353 0.41
O 2.49579 1.68803 -4.47499 0.571 0.487 0.961 -0.36
N 2.88510 2.91520 -2.56049 0.375 -0.360 1.136 -0.04
C 2.36549 3.45804 -1.29283 0.963 -0.660 -0.733 -0.46
C 4.27847 3.00857 -2.71941 1.277 0.364 -0.455 -0.48
H 0.99223 2.39970 -3.32239 0.188 -0.033 0.283 0.17
H 2.41197 4.53103 -1.47891 -0.926 0.270 0.360 0.27
H 3.14492 3.27484 -0.55322 -0.026 -0.094 0.120 0.25
H 1.45471 2.94417 -0.98539 -0.287 0.648 -0.302 0.26
H 4.56183 4.04553 -2.53908 -0.044 0.456 -0.284 0.27
H 4.82108 2.55164 -1.89182 -0.177 -0.636 0.142 0.28
H 4.66116 2.67016 -3.68229 -0.359 -0.059 0.123 0.28
```
Forces are in eV/Å.

Electronic energy ... -2581.30502 a.u.
Maximum force ... 4.22 eV/Å
Expectation value of S² ... 20.0256
2S+1 ... 9
Net charge ... +1
M ... 438.33 g/mol
Lowest unoccupied orbital energy (spin up / spin down) ... -3.434 / -8.056 eV